Run i
Here is the molecule C17H24N4O3 from the OMol25 dataset. Energies are from wB97M-V/def2-TZVPD.

The calculation puts the HOMO-LUMO gap at 10.4 eV. The SMILES is O=C(CCc1nnc(CCC2CCCCC2)o1)NCc1ccon1. The molecular weight comes out at 332.4 g/mol. Its HOMO energy is -9.64 eV.

CARTESIAN COORDINATES (ANGSTROEM)
1 O 4.269 0.116 -1.384
2 C 4.257 -1.090 -1.521
3 C 4.536 -2.043 -0.363
4 C 3.797 -1.539 0.874
5 C 2.337 -1.559 0.627
6 N 1.726 -2.037 -0.406
7 N 0.402 -1.823 -0.220
8 C 0.268 -1.229 0.917
9 C -0.982 -0.757 1.548
10 C -1.080 0.772 1.451
11 C -2.311 1.341 2.163
12 C -3.612 0.964 1.451
13 C -4.820 1.560 2.170
14 C -4.701 3.077 2.257
15 C -3.409 3.462 2.969
16 C -2.204 2.866 2.249
17 O 1.468 -1.030 1.515
18 N 4.040 -1.694 -2.707
19 C 3.681 -0.952 -3.894
20 C 2.351 -1.364 -4.423
21 C 1.214 -1.785 -3.681
22 C 0.288 -2.029 -4.648
23 O 0.810 -1.784 -5.854
24 N 2.091 -1.378 -5.706
25 H 4.215 -3.054 -0.608
26 H 5.610 -2.042 -0.169
27 H 4.027 -2.147 1.752
28 H 4.095 -0.508 1.081
29 H -0.986 -1.056 2.599
30 H -1.813 -1.233 1.031
31 H -1.101 1.060 0.398
32 H -0.182 1.205 1.898
33 H -2.342 0.939 3.182
34 H -3.719 -0.121 1.408
35 H -3.580 1.340 0.426
36 H -5.735 1.287 1.640
37 H -4.882 1.144 3.178
38 H -5.560 3.489 2.791
39 H -4.699 3.499 1.249
40 H -3.314 4.549 3.009
41 H -3.438 3.091 3.997
42 H -2.145 3.277 1.239
43 H -1.288 3.142 2.775
44 H 3.939 -2.695 -2.745
45 H 4.435 -1.082 -4.678
46 H 3.659 0.104 -3.602
47 H 1.123 -1.887 -2.621
48 H -0.730 -2.363 -4.615

---

Run ii
Here is the molecule C17H24N4O3 from the OMol25 dataset. Energies are from wB97M-V/def2-TZVPD.

The calculation puts the HOMO-LUMO gap at 8.6 eV. The SMILES is NCCCC[C@H](NC(=O)[C@@H](N)Cc1c[nH]c2ccccc12)C(=O)O. The molecular weight comes out at 332.4 g/mol. Its HOMO energy is -8.06 eV.

CARTESIAN COORDINATES (ANGSTROEM)
1 N 0.137 -0.945 5.862
2 C 0.425 -0.155 4.704
3 C -0.677 -0.075 3.571
4 C -0.896 -1.467 3.020
5 C 0.210 -2.083 2.140
6 C 0.609 -1.134 0.977
7 N -0.314 -1.270 -0.123
8 C -1.432 -0.524 -0.314
9 O -1.788 0.362 0.446
10 C -2.322 -0.822 -1.544
11 N -3.393 0.201 -1.497
12 C -1.522 -0.661 -2.832
13 C -0.880 0.672 -3.040
14 C -1.611 1.800 -3.331
15 N -0.726 2.947 -3.425
16 C 0.480 2.446 -3.189
17 C 1.750 3.106 -3.202
18 C 2.913 2.406 -3.115
19 C 2.881 1.046 -2.770
20 C 1.664 0.383 -2.656
21 C 0.494 1.077 -2.938
22 C 2.040 -1.366 0.475
23 O 2.374 -2.055 -0.515
24 O 2.902 -0.629 1.201
25 H -0.784 -0.698 6.284
26 H 0.131 -1.907 5.595
27 H 1.379 -0.522 4.357
28 H 0.568 0.883 5.158
29 H -0.428 0.717 2.869
30 H -1.664 0.210 3.998
31 H -1.877 -1.494 2.483
32 H -1.007 -2.155 3.864
33 H -0.108 -3.041 1.695
34 H 1.077 -2.366 2.721
35 H 0.602 -0.124 1.293
36 H 0.243 -1.629 -0.903
37 H -2.619 -1.884 -1.427
38 H -2.931 1.062 -1.194
39 H -4.010 -0.034 -0.748
40 H -2.193 -0.805 -3.659
41 H -0.789 -1.531 -2.875
42 H -2.711 1.890 -3.313
43 H -0.974 3.900 -3.705
44 H 1.757 4.200 -3.370
45 H 3.882 2.950 -3.200
46 H 3.771 0.473 -2.544
47 H 1.531 -0.616 -2.198
48 H 3.838 -0.737 0.912

---

Energy comparison, zero being the most stable, in kcal/mol: run i 15.8; run ii 0.0.

---

Run i
Here is a cluster of 2 separate species, CHClS2 in total from the OMol25 dataset. Energies are from wB97M-V/def2-TZVPD.

The calculation puts the HOMO-LUMO gap at 9.5 eV. The molecular weight comes out at 112.6 g/mol. Its HOMO energy is -9.69 eV.

CARTESIAN COORDINATES (ANGSTROEM)
1 C -4.628 0.185 -1.748
2 S -4.176 1.497 -2.455
3 S -4.871 -1.168 -0.966
4 Cl -0.040 0.697 -0.199
5 H 0.846 1.287 0.532

---

Run ii
Here is a structure of composition CHClS2 from the OMol25 dataset. Energies are from wB97M-V/def2-TZVPD.

The calculation puts the HOMO-LUMO gap at 8.0 eV. The molecular weight comes out at 112.6 g/mol. Its HOMO energy is -9.70 eV.

CARTESIAN COORDINATES (ANGSTROEM)
1 C -0.298 0.851 -0.123
2 S -1.117 1.271 -1.460
3 S -0.105 2.203 0.854
4 Cl 1.112 1.394 2.668
5 H -0.138 -0.149 0.109

---

Energy comparison, zero being the most stable, in kcal/mol: run i 0.0; run ii 29.2.

---

Run i
Here is a cluster of 2 separate species, C9H14 in total from the OMol25 dataset. Energies are from wB97M-V/def2-TZVPD.

The calculation puts the HOMO-LUMO gap (alpha / beta) at 9.9 / 6.2 eV. The molecular weight comes out at 122.2 g/mol. As for the charge: +1. Its HOMO energy (alpha / beta) is -14.41 / -14.41 eV. Its spin multiplicity is 2.

CARTESIAN COORDINATES (ANGSTROEM)
1 C -1.407 -1.932 0.499
2 C 2.388 -0.728 1.860
3 C 2.127 -0.759 0.468
4 C 1.351 -0.873 2.817
5 C 0.863 -1.019 0.043
6 C 0.094 -1.141 2.388
7 C -0.182 -1.289 0.981
8 H 3.398 -0.492 2.181
9 H 2.913 -0.524 -0.230
10 H 1.565 -0.838 3.874
11 H 0.659 -1.024 -1.025
12 H -0.776 -1.281 3.017
13 H -1.886 -1.521 -0.382
14 H -2.181 -1.962 1.264
15 H -1.221 -3.007 0.323
16 C -0.347 2.757 -2.311
17 C -1.601 1.863 -2.229
18 H -0.316 3.366 -3.208
19 H -0.268 3.311 -1.384
20 H 0.554 2.131 -2.317
21 H -2.425 2.421 -1.786
22 H -1.382 0.992 -1.616
23 H -1.919 1.550 -3.226

---

Run ii
Here is a cluster of 2 separate species, C9H14 in total from the OMol25 dataset. Energies are from wB97M-V/def2-TZVPD.

The calculation puts the HOMO-LUMO gap (alpha / beta) at 9.6 / 5.5 eV. The molecular weight comes out at 122.2 g/mol. As for the charge: +1. Its HOMO energy (alpha / beta) is -13.97 / -13.97 eV. Its spin multiplicity is 2.

CARTESIAN COORDINATES (ANGSTROEM)
1 C 2.324 -0.278 1.860
2 C 2.649 -1.233 0.664
3 H 2.979 -0.645 2.822
4 H 2.803 0.692 1.802
5 H 1.254 -0.186 2.128
6 H 2.984 -0.642 -0.285
7 H 1.749 -1.967 0.659
8 H 3.587 -1.789 0.787
9 C -0.759 -1.740 -0.986
10 C -2.821 1.471 -0.548
11 C -1.841 2.419 -0.343
12 C -2.533 0.150 -0.739
13 C -1.163 -0.274 -0.642
14 C -0.519 2.023 -0.414
15 C -0.185 0.699 -0.410
16 H -3.861 1.720 -0.661
17 H -2.179 3.495 -0.307
18 H -3.315 -0.566 -1.154
19 H 0.269 2.725 -0.225
20 H -0.938 -2.455 -0.233
21 H 0.202 -1.963 -1.341
22 H 0.806 0.394 -0.699
23 H -1.492 -2.050 -1.735

---

Run iii
Here is a cluster of 2 separate species, C9H14 in total from the OMol25 dataset. Energies are from wB97M-V/def2-TZVPD.

The calculation puts the HOMO-LUMO gap (alpha / beta) at 10.4 / 6.1 eV. The molecular weight comes out at 122.2 g/mol. As for the charge: +1. Its HOMO energy (alpha / beta) is -14.49 / -14.48 eV. Its spin multiplicity is 2.

CARTESIAN COORDINATES (ANGSTROEM)
1 C 3.006 0.140 1.341
2 C 1.935 0.714 0.464
3 H 3.606 -0.586 0.756
4 H 3.701 0.861 1.695
5 H 2.502 -0.417 2.123
6 H 1.492 1.679 0.839
7 H 1.137 0.010 0.380
8 H 2.091 1.066 -0.540
9 C -1.229 -2.391 -0.405
10 C -1.841 1.160 0.671
11 C -1.298 1.821 -0.427
12 C -1.828 -0.196 0.627
13 C -1.325 -0.910 -0.533
14 C -0.924 1.221 -1.562
15 C -0.993 -0.201 -1.673
16 H -2.165 1.745 1.540
17 H -1.024 2.898 -0.238
18 H -2.130 -0.878 1.458
19 H -0.204 1.568 -2.366
20 H -0.692 -2.817 -1.287
21 H -2.199 -2.801 -0.803
22 H -0.789 -0.822 -2.516
23 H -0.829 -2.865 0.459

---

Energy comparison, zero being the most stable, in kcal/mol: run i 0.0; run ii 32.4; run iii 26.7.

---

Run i
Here is a structure of composition C3H4Cl2S from the OMol25 dataset. Energies are from wB97M-V/def2-TZVPD.

The calculation puts the HOMO-LUMO gap at 8.6 eV. The molecular weight comes out at 143.0 g/mol. Its HOMO energy is -9.37 eV.

CARTESIAN COORDINATES (ANGSTROEM)
1 C -1.856 -0.254 0.086
2 C 0.821 -0.249 -0.967
3 C 1.390 -0.609 0.137
4 S -1.511 1.508 0.691
5 Cl -1.488 -1.117 1.419
6 Cl 1.983 0.557 1.419
7 H 0.792 0.790 -1.361
8 H 0.314 -1.058 -1.492
9 H 1.408 -1.717 0.428
10 H -1.853 2.148 -0.360

---

Run ii
Here is the molecule C3H4Cl2S from the OMol25 dataset. Energies are from wB97M-V/def2-TZVPD.

The calculation puts the HOMO-LUMO gap at 10.1 eV. The SMILES is S[C@H]1CC1(Cl)Cl. The molecular weight comes out at 143.0 g/mol. Its HOMO energy is -9.54 eV.

CARTESIAN COORDINATES (ANGSTROEM)
1 S -1.384 -0.859 1.667
2 C -0.728 -0.062 0.080
3 C 0.445 0.939 -0.057
4 C 0.379 -0.433 -0.838
5 Cl -0.292 0.087 -2.493
6 Cl 1.591 -1.560 -0.479
7 H -0.142 -1.212 1.925
8 H -1.545 0.268 -0.424
9 H 0.896 0.699 0.903
10 H 0.779 2.132 -0.284

---

Energy comparison, zero being the most stable, in kcal/mol: run i 26.4; run ii 0.0.